# 1
DFT (ωB97M-V/def2-TZVPD) results for a structure of composition C4H7ErO.

frontier orbital gap (alpha / beta): 2.92 / 5.23 eV
total charge: +1
spin multiplicity: 5
E: -33912.0101 eV
HOMO (alpha / beta): -0.2690 / -0.3445 Ha
molar mass: 238.36 g/mol

Each line ends with the Mulliken spin population.
Positions of all 13 atoms, in Å:
H1 -0.009 1.847 -0.725  0.009
C1 -0.217 0.446 0.990  0.335
C2 -0.630 1.018 -0.371  0.010
C3 -0.030 -0.333 -0.554  0.148
O1 -0.710 -1.403 -0.905  0.086
Er1 -2.825 -2.410 -1.182  2.997
H2 0.257 1.202 1.624  0.004
H3 -1.028 -0.058 1.531  0.025
H4 -1.707 1.061 -0.565  0.022
H5 1.450 -0.508 -1.108  0.080
C4 1.580 -0.276 0.212  0.289
H6 2.133 0.666 0.349  -0.009
H7 1.735 -1.252 0.704  0.005

***

# 2
DFT (ωB97M-V/def2-TZVPD) results for a structure of composition C5H7NO.

frontier orbital gap: 10.16 eV
total charge: 0
E: -8831.3923 eV
HOMO: -0.3442 Ha
molar mass: 97.12 g/mol

Each line ends with the natural charge from an NBO analysis.
Positions of all 14 atoms, in Å:
O1 1.989 -0.709 -1.035  -0.507
C1 1.167 -0.589 -0.159  0.414
C2 0.089 0.455 -0.217  -0.169
C3 -1.366 0.156 0.035  -0.089
C4 -1.538 -0.891 1.107  -0.264
C5 -0.744 -0.169 1.900  -0.044
N1 -0.582 0.968 0.992  -0.369
H1 2.172 0.937 -2.689  0.025
H2 1.195 -1.245 0.730  0.129
H3 0.291 1.243 -0.941  0.242
H4 -2.150 0.614 -0.563  0.225
H5 1.780 1.334 -3.181  -0.030
H6 -2.078 -1.826 1.178  0.225
H7 -0.223 -0.278 2.844  0.212

***

# 3
DFT (ωB97M-V/def2-TZVPD) results for a structure of composition C18H54BaBrN3O18.

frontier orbital gap: 6.23 eV
total charge: -2
E: -131599.4328 eV
HOMO: -0.1108 Ha
molar mass: 817.87 g/mol

Each line ends with the Mulliken charge.
Positions of all 95 atoms, in Å:
Ba1 3.413 0.330 1.910  -1.267
Br1 1.805 -2.526 1.186  -0.738
N1 4.575 2.711 4.722  0.763
O1 5.471 1.950 5.076  -0.574
O2 4.535 3.851 5.158  -0.854
O3 3.682 2.232 3.996  -0.128
N2 7.163 -0.862 2.693  0.717
O4 6.150 -0.369 2.143  -0.203
O5 7.630 -1.893 2.226  -0.724
O6 7.735 -0.318 3.614  -0.655
N3 4.281 -1.618 5.272  0.786
O7 3.639 -1.062 4.332  -0.195
O8 5.428 -1.371 5.460  -0.588
O9 3.704 -2.559 5.897  -0.790
C1 4.900 -3.630 -1.654  -1.113
C2 5.821 -3.323 -0.524  0.139
O10 6.449 -2.077 -0.651  -0.668
H1 3.955 -3.094 -1.568  0.044
H2 4.646 -4.689 -1.607  0.446
H3 5.325 -3.489 -2.648  0.316
H4 6.668 -4.009 -0.518  0.476
H5 5.210 -3.429 0.373  0.009
H6 6.854 -1.850 0.189  0.190
C3 0.091 0.451 -1.459  -1.257
C4 0.227 1.111 -0.109  -0.322
O11 1.583 1.477 0.137  1.740
H7 0.596 -0.506 -1.331  0.169
H8 0.539 1.102 -2.210  0.231
H9 -0.914 0.134 -1.741  0.376
H10 -0.159 0.469 0.683  0.323
H11 -0.427 1.981 -0.164  0.306
H12 1.728 2.240 -0.427  -0.692
C5 1.897 5.636 1.333  -0.754
C6 2.587 5.633 2.690  -0.367
O12 3.798 4.990 2.596  -0.485
H13 1.089 6.368 1.352  0.457
H14 1.464 4.669 1.079  0.003
H15 2.647 6.019 0.642  0.183
H16 1.936 5.243 3.473  0.263
H17 2.830 6.665 2.943  0.406
H18 4.073 4.825 3.501  0.140
C7 4.745 0.342 -2.848  -1.451
C8 3.739 -0.209 -1.843  0.663
O13 4.362 -0.339 -0.589  1.413
H19 5.110 1.342 -2.614  0.269
H20 4.415 0.240 -3.882  0.385
H21 5.681 -0.193 -2.687  0.369
H22 3.441 -1.174 -2.253  0.159
H23 2.898 0.483 -1.798  -0.287
H24 5.000 -1.045 -0.714  -0.466
C9 -1.296 -1.598 5.029  -0.917
C10 0.033 -2.328 5.254  -0.124
O14 1.020 -1.424 5.632  -0.639
H25 -1.519 -0.968 5.891  0.240
H26 -2.078 -2.346 4.902  0.427
H27 -1.205 -0.995 4.126  0.057
H28 0.285 -2.834 4.322  0.122
H29 -0.089 -3.106 6.007  0.398
H30 1.867 -1.842 5.459  0.227
C11 6.779 2.954 2.043  -1.142
C12 5.895 2.642 0.857  0.083
O15 4.558 2.726 1.297  0.814
H31 6.469 3.828 2.616  0.284
H32 7.798 3.114 1.692  0.405
H33 6.904 2.059 2.652  0.131
H34 6.129 1.699 0.364  0.044
H35 5.997 3.345 0.030  0.306
H36 4.378 3.622 1.592  -0.114
C13 0.338 2.832 3.249  -0.377
C14 0.409 1.620 4.160  -0.626
O16 1.008 0.480 3.526  0.445
H37 -0.074 3.758 3.650  0.522
H38 -0.293 2.662 2.376  0.198
H39 1.343 3.125 2.943  -0.352
H40 -0.580 1.405 4.566  0.453
H41 0.999 1.830 5.052  0.314
H42 1.025 -0.209 4.195  -0.038
C15 3.791 4.060 -1.758  0.006
C16 2.446 4.615 -2.204  -0.614
O17 1.400 3.734 -1.755  -0.415
H43 3.881 4.348 -0.710  -0.253
H44 4.578 4.460 -2.397  0.489
H45 3.800 2.973 -1.845  -0.301
H46 2.277 4.761 -3.271  0.468
H47 2.329 5.588 -1.727  0.294
H48 0.630 3.955 -2.284  0.214
C17 5.412 -3.906 3.255  -0.420
C18 4.178 -4.818 3.308  -0.181
O18 3.664 -5.093 2.048  -0.521
H49 5.713 -3.654 4.272  0.507
H50 5.108 -2.967 2.794  -0.343
H51 6.220 -4.408 2.722  0.349
H52 3.441 -4.253 3.879  0.010
H53 4.354 -5.762 3.823  0.315
H54 3.052 -4.380 1.851  0.094

***

# 4
DFT (ωB97M-V/def2-TZVPD) results for a structure of composition C5H9NO2.

frontier orbital gap (alpha / beta): 5.87 / 5.99 eV
total charge: +1
spin multiplicity: 2
E: -10902.4244 eV
HOMO (alpha / beta): -0.5067 / -0.5110 Ha
molar mass: 115.13 g/mol

Each line ends with the Mulliken spin population.
Positions of all 17 atoms, in Å:
C1 -0.435 2.599 -1.361  0.615
C2 -0.818 1.274 -1.663  0.046
N1 -1.008 -0.814 0.426  -0.003
C3 1.320 -1.433 -0.002  -0.009
C4 0.260 -0.472 0.547  0.018
C5 -0.227 -0.814 2.142  -0.005
O1 0.125 -1.807 2.605  0.000
O2 -0.124 0.343 -2.020  0.273
H1 0.546 3.017 -1.521  0.028
H2 -1.149 3.136 -0.744  0.026
H3 -1.914 1.132 -1.687  0.012
H4 -1.165 -1.816 0.575  0.000
H5 1.289 -2.373 0.543  -0.001
H6 2.284 -0.963 0.173  0.000
H7 1.177 -1.589 -1.066  0.004
H8 0.488 0.568 0.342  -0.006
H9 -0.649 0.012 2.713  0.000

***

# 5
DFT (ωB97M-V/def2-TZVPD) results for a cluster of 2 separate species, C5H13N2O in total.

frontier orbital gap (alpha / beta): 9.32 / 5.05 eV
total charge: +2
spin multiplicity: 2
E: -10398.5770 eV
HOMO (alpha / beta): -0.7007 / -0.6744 Ha
molar mass: 117.17 g/mol

Each line ends with the Mulliken spin population.
Positions of all 21 atoms, in Å:
N1 1.575 2.006 -2.734  1.015
C1 1.416 -1.255 -1.256  -0.006
C2 0.603 -1.332 0.047  0.015
N2 -0.112 -0.081 0.211  -0.635
C3 -1.697 1.232 1.547  -0.026
C4 -0.773 0.015 1.502  0.109
C5 -1.590 -1.232 1.815  -0.019
O1 -2.807 -1.295 1.681  0.548
H1 0.704 -1.034 -2.101  0.002
H2 2.258 2.732 -2.612  -0.005
H3 1.019 2.210 -3.546  -0.006
H4 1.992 -2.168 -1.423  0.001
H5 2.154 -0.411 -1.229  0.005
H6 -0.111 -2.232 -0.050  -0.022
H7 1.330 -1.614 0.880  -0.036
H8 0.918 1.903 -1.868  -0.011
H9 -1.119 2.152 1.350  0.004
H10 -2.253 1.279 2.505  0.002
H11 -2.420 1.140 0.764  0.004
H12 -0.016 0.150 2.344  -0.018
H13 -1.072 -2.167 2.174  0.081

***

# 6
DFT (ωB97M-V/def2-TZVPD) results for a structure of composition C22H24IrNO5.

frontier orbital gap (alpha / beta): 3.48 / 3.15 eV
total charge: -2
spin multiplicity: 5
E: -37758.0460 eV
HOMO (alpha / beta): 0.0304 / 0.0354 Ha
molar mass: 574.65 g/mol

Each line ends with the Mulliken spin population.
Positions of all 53 atoms, in Å:
Ir1 0.000 0.000 0.000  1.583
C1 0.695 -1.653 1.627  0.101
C2 -0.712 -1.656 1.649  0.220
C3 -1.170 -2.104 0.399  -0.001
H1 -1.328 -1.315 2.460  0.000
C4 -0.048 -2.388 -0.400  0.077
C5 1.106 -2.114 0.357  0.171
H2 2.122 -2.236 0.026  -0.006
H3 1.336 -1.339 2.432  -0.009
H4 -2.197 -2.135 0.081  0.000
H5 -0.068 -2.703 -1.429  0.012
C6 1.498 1.757 0.743  0.191
C7 2.299 0.663 0.404  0.208
C8 2.135 0.413 -0.980  0.194
H6 2.902 0.086 1.083  -0.007
C9 1.280 1.405 -1.498  0.023
C10 0.865 2.219 -0.438  0.094
H7 0.150 3.020 -0.486  0.002
H8 1.345 2.154 1.730  0.007
H9 2.601 -0.373 -1.548  -0.007
H10 0.934 1.457 -2.516  0.012
O1 -1.134 -0.024 -1.446  0.023
C11 -0.756 0.290 -4.408  -0.008
C12 -2.013 0.490 -3.639  0.027
C13 -0.286 -1.087 -4.687  -0.001
C14 -0.134 1.445 -5.100  -0.001
C15 -1.788 0.958 -2.197  -0.059
H11 -2.597 -0.433 -3.596  0.000
H12 -2.643 1.243 -4.123  -0.006
H13 -1.242 1.906 -2.198  0.015
H14 -2.752 1.154 -1.714  -0.006
H15 -0.785 -1.526 -5.565  0.005
H16 -0.495 -1.750 -3.849  -0.002
H17 0.785 -1.121 -4.894  -0.002
H18 -0.577 1.622 -6.092  0.006
H19 0.935 1.299 -5.266  0.000
H20 -0.263 2.374 -4.542  0.000
O2 0.761 0.499 3.147  0.064
C16 -0.362 1.102 2.926  0.042
O3 -0.872 1.079 1.659  0.134
C17 -0.708 1.961 4.104  0.149
C18 -1.539 3.093 4.091  -0.033
C19 -1.660 3.890 5.254  0.139
C20 -0.966 3.563 6.446  0.027
C21 -0.168 2.422 6.460  0.090
C22 -0.042 1.647 5.324  -0.013
N1 -1.050 4.377 7.620  0.123
O4 -1.702 5.378 7.614  0.166
O5 -0.446 4.085 8.607  0.164
H21 -2.049 3.386 3.185  0.012
H22 -2.276 4.778 5.222  0.035
H23 0.388 2.131 7.346  0.025
H24 0.617 0.791 5.414  0.021